[1]
DFT (wB97M-V/def2-TZVPD) results for a molecular structure, C32H90F2N9O13PbS2.

Results
highest occupied orbital energy (alpha / beta)	-6.00 / -7.86	eV
charge	0
expectation value of S²	0.76
2S+1	2
orbital gap (alpha / beta)	5.035 / 6.882	eV

Geometry (Å):
Pb (3.4466, 1.0715, 3.0379)
N (1.2744, 0.9282, 2.1563)
S (0.3554, 1.8995, 1.5516)
O (-0.8727, 2.2070, 2.2354)
O (0.4046, 2.0643, 0.1171)
F (1.1884, 3.2121, 1.9704)
S (0.2164, -0.3940, 1.6747)
O (0.0216, -0.8355, 0.3251)
O (-0.9112, -0.7024, 2.5837)
F (1.2968, -1.4962, 2.1599)
O (-0.7790, -2.9676, 3.7782)
H (-0.4079, -2.6806, 4.6125)
H (-1.0512, -2.1584, 3.3455)
C (-3.7622, -3.2720, 5.6064)
C (-4.3440, -1.9826, 5.2069)
C (-5.5683, -1.4671, 6.0387)
O (-6.5845, -2.4379, 6.1824)
C (-7.7005, -1.9545, 7.0017)
N (-3.3393, -0.9473, 5.0281)
H (-3.2858, -3.2722, 6.5868)
H (-2.9940, -3.5992, 4.9057)
H (-4.5510, -4.0169, 5.5018)
H (-4.7868, -2.2716, 4.2538)
H (-5.9748, -0.5646, 5.5822)
H (-5.3402, -1.2140, 7.0740)
H (-8.4649, -2.7315, 7.0024)
H (-8.1456, -1.0519, 6.5832)
H (-7.4196, -1.8182, 8.0460)
H (-3.6826, -0.1579, 4.4997)
H (-2.7526, -1.4726, 4.3957)
C (6.2178, 1.2429, 0.1164)
C (4.7111, 1.0788, -0.0255)
C (4.0761, -0.3290, 0.3113)
O (4.0930, -0.6618, 1.6999)
C (5.0930, -1.6486, 2.1405)
N (3.9247, 2.0616, 0.7258)
H (6.4286, 2.3070, 0.0100)
H (6.7166, 0.6734, -0.6678)
H (6.6444, 0.8489, 1.0389)
H (4.5172, 1.2191, -1.0889)
H (4.4775, -1.1542, -0.2768)
H (3.0193, -0.2488, 0.0570)
H (4.9576, -1.7803, 3.2140)
H (6.1160, -1.3428, 1.9208)
H (5.0360, -2.6430, 1.6977)
H (4.3120, 2.9938, 0.6910)
H (3.0310, 2.1632, 0.2662)
C (-0.9536, 4.3955, -3.8042)
C (-1.6836, 4.0660, -2.5134)
C (-2.5481, 2.7428, -2.5735)
O (-3.7445, 2.7819, -3.4137)
C (-4.4872, 1.6132, -3.2670)
N (-0.8870, 4.1401, -1.3404)
H (-0.7048, 5.4559, -3.7630)
H (-1.7906, 4.2372, -4.4842)
H (-0.1190, 3.7034, -3.9160)
H (-2.3776, 4.8917, -2.3568)
H (-2.8613, 2.5980, -1.5395)
H (-1.9113, 1.8803, -2.7699)
H (-3.8368, 0.7399, -3.3160)
H (-5.2271, 1.5318, -4.0632)
H (-4.9856, 1.5904, -2.2979)
H (-0.7126, 3.2068, -0.9961)
H (-0.0515, 4.6170, -1.6480)
C (3.7377, 4.4912, -1.6452)
C (4.0464, 5.6542, -0.7098)
C (3.0145, 6.7511, -0.9022)
O (1.8019, 6.2206, -0.3102)
C (0.9767, 7.2154, 0.0961)
N (3.9521, 5.0477, 0.5480)
H (2.7995, 4.0346, -1.3298)
H (4.5486, 3.7764, -1.7847)
H (3.4693, 4.8782, -2.6281)
H (5.0093, 6.1122, -0.9361)
H (2.6808, 6.9345, -1.9235)
H (3.3621, 7.6803, -0.4507)
H (0.0987, 6.7800, 0.5731)
H (0.7277, 7.8382, -0.7631)
H (1.4643, 7.8349, 0.8488)
H (2.9633, 4.8503, 0.4882)
H (3.9940, 5.8095, 1.2098)
C (0.1224, -0.5059, -3.3867)
C (1.5646, -0.1086, -3.6705)
C (2.5848, -1.2838, -3.5403)
O (3.8905, -0.7927, -3.5336)
C (4.9851, -1.8282, -3.3952)
N (1.7416, 0.4303, -4.9602)
H (-0.4513, -0.8878, -4.2311)
H (-0.4820, 0.3523, -3.0927)
H (-0.0815, -1.2289, -2.5968)
H (1.9888, 0.4621, -2.8444)
H (2.4038, -2.0754, -4.2674)
H (2.4516, -1.8182, -2.5997)
H (5.9668, -1.3969, -3.1994)
H (4.9296, -2.4802, -4.2670)
H (4.8467, -2.4404, -2.5040)
H (2.4287, 1.1610, -4.8412)
H (2.1501, -0.3315, -5.4826)
C (-4.0283, -4.5647, -3.0336)
C (-3.1204, -3.3454, -2.6130)
C (-2.2352, -3.6684, -1.3874)
O (-1.3723, -4.7577, -1.6158)
C (-0.8609, -5.3886, -0.5038)
N (-2.2869, -2.9455, -3.7488)
H (-3.5354, -5.4881, -2.7294)
H (-4.3150, -4.5182, -4.0842)
H (-4.9114, -4.4176, -2.4118)
H (-3.6964, -2.4582, -2.3499)
H (-3.0528, -3.9392, -0.7193)
H (-1.7071, -2.7781, -1.0460)
H (-0.5897, -4.6905, 0.2881)
H (0.0189, -6.0105, -0.6688)
H (-1.7495, -5.8912, -0.1218)
H (-1.6989, -2.2974, -3.2444)
H (-1.7066, -3.7125, -4.0571)
C (2.5171, -3.8013, -0.4179)
C (3.0328, -5.2496, -0.6074)
C (4.2722, -5.4482, -1.5164)
O (5.4650, -4.6262, -1.0663)
C (6.6931, -5.3593, -1.1796)
N (3.3260, -5.6507, 0.7513)
H (1.9242, -3.4141, -1.2465)
H (3.3392, -3.1202, -0.1977)
H (1.8323, -3.8784, 0.4266)
H (2.2427, -5.9278, -0.9295)
H (4.1124, -5.1459, -2.5514)
H (4.5209, -6.4997, -1.3734)
H (6.6608, -6.2286, -0.5229)
H (7.6045, -4.7826, -1.0217)
H (6.7290, -5.8494, -2.1526)
H (3.4556, -6.6517, 0.7142)
H (4.3109, -5.4525, 0.8548)
C (-3.7440, 4.0542, 1.3122)
C (-4.5808, 2.9867, 2.1595)
C (-4.5186, 1.5856, 1.5067)
O (-5.1274, 1.6724, 0.2413)
C (-6.5470, 1.9231, 0.1469)
N (-3.9384, 2.8852, 3.4019)
H (-3.3984, 4.9699, 1.7919)
H (-4.3926, 4.3768, 0.4977)
H (-2.9170, 3.5432, 0.8192)
H (-5.5705, 3.3995, 2.3549)
H (-5.1475, 0.9194, 2.0972)
H (-3.4976, 1.2041, 1.5192)
H (-7.0345, 1.2747, 0.8749)
H (-6.6555, 1.8163, -0.9324)
H (-6.7591, 2.9595, 0.4092)
H (-2.9879, 2.5713, 3.2677)
H (-4.0366, 3.7916, 3.8365)



[2]
DFT (wB97M-V/def2-TZVPD) results for 10 unconnected molecules or ions with the total composition C32H90N6O14.

Results
highest occupied orbital energy	-8.69	eV
relative energy (zero: lowest compared OMol25 entry of this formula, charge and spin)	24.0	kcal per mole
charge	0
SMILES	COC[C@H](C)N.COC[C@H](C)N.COC[C@H](C)N.COC[C@H](C)N.COC[C@H](C)N.COC[C@H](C)N.OCCO.OCCO.OCCO.OCCO
orbital gap	9.315	eV

Geometry (Å):
C (3.0450, 0.1609, -5.4914)
O (2.8478, -0.3066, -4.1569)
C (2.3045, -1.6144, -4.1518)
C (2.1590, -2.0587, -2.6418)
C (1.4804, -3.4531, -2.5366)
N (1.3680, -1.0178, -1.9397)
H (3.1519, 1.2438, -5.4892)
H (2.1653, -0.0708, -6.1493)
H (3.8500, -0.3673, -5.9380)
H (1.3775, -1.7739, -4.7816)
H (3.0844, -2.2723, -4.5787)
H (3.1677, -1.9948, -2.1909)
H (0.7468, -3.6078, -3.3503)
H (1.0424, -3.5808, -1.5462)
H (2.2720, -4.2469, -2.5225)
H (0.3592, -1.1136, -2.0477)
H (1.5687, -0.0857, -2.2619)
C (-5.4491, 1.5948, -2.6637)
O (-6.2305, 1.1191, -1.5617)
C (-7.4276, 0.5350, -2.0558)
C (-8.4265, 0.1643, -0.9553)
C (-8.7810, 1.4263, -0.1834)
N (-7.8577, -0.8628, -0.0850)
H (-4.6231, 2.1209, -2.2753)
H (-6.1112, 2.1636, -3.2794)
H (-5.1897, 0.6907, -3.3196)
H (-7.9474, 1.2648, -2.6420)
H (-7.1353, -0.4607, -2.6157)
H (-9.3661, -0.1397, -1.4795)
H (-9.2281, 2.1722, -0.8838)
H (-7.8997, 1.8748, 0.1576)
H (-9.4709, 1.1509, 0.6476)
H (-6.9075, -0.6192, 0.1673)
H (-7.9038, -1.8266, -0.4322)
C (1.6072, 4.3283, 1.5390)
O (1.6101, 3.1346, 2.2925)
C (2.2778, 3.2861, 3.5698)
C (2.6487, 1.8610, 4.0326)
C (2.8382, 1.7326, 5.4798)
N (3.6914, 1.2375, 3.3650)
H (2.6260, 4.6840, 1.3490)
H (1.0736, 5.1544, 2.0400)
H (1.0743, 4.1557, 0.6218)
H (3.1226, 3.8693, 3.4073)
H (1.6361, 3.8121, 4.2955)
H (1.6599, 1.3852, 3.8786)
H (3.5949, 2.5175, 5.8244)
H (3.2656, 0.7166, 5.6766)
H (1.9082, 1.8647, 6.0779)
H (3.5506, 1.1424, 2.3634)
H (4.0225, 0.3204, 3.7489)
C (-5.1180, -2.4877, 2.0789)
O (-4.9181, -2.2692, 0.7456)
C (-3.7986, -2.9617, 0.2759)
C (-3.4403, -2.6671, -1.1596)
C (-2.1801, -3.4757, -1.4295)
N (-3.3293, -1.1878, -1.3276)
H (-4.3898, -2.1640, 2.8188)
H (-5.3484, -3.5141, 2.3443)
H (-5.9842, -1.8898, 2.2880)
H (-2.8847, -2.6561, 0.8006)
H (-4.0063, -3.9837, 0.6262)
H (-4.2907, -2.9929, -1.7654)
H (-1.8278, -3.2415, -2.4029)
H (-2.2063, -4.5337, -1.3393)
H (-1.4178, -3.1044, -0.7648)
H (-2.6643, -0.7329, -0.7140)
H (-4.2374, -0.7651, -1.2259)
C (-0.2752, -5.6079, 5.1341)
O (-0.6886, -4.2671, 5.5143)
C (-0.0970, -3.2654, 4.6633)
C (-0.6548, -1.9391, 5.1936)
C (-2.0056, -1.5476, 4.6136)
N (0.4592, -0.9888, 4.8696)
H (0.8183, -5.7153, 5.4110)
H (-0.2013, -5.6826, 4.0375)
H (-0.9377, -6.3560, 5.6584)
H (0.9815, -3.4110, 4.9427)
H (-0.3345, -3.4501, 3.6049)
H (-0.7841, -2.1041, 6.2582)
H (-2.4712, -0.5979, 5.0419)
H (-2.7459, -2.3144, 4.8797)
H (-1.9377, -1.3745, 3.5534)
H (1.2822, -1.1790, 5.4815)
H (0.2132, -0.0148, 4.9903)
C (5.9301, 3.7569, 2.4919)
O (5.0012, 3.8224, 1.4001)
C (5.2743, 2.7499, 0.5270)
C (4.0914, 2.6851, -0.4417)
C (4.3528, 1.6714, -1.4923)
N (3.8713, 3.9473, -1.1428)
H (6.1065, 4.7041, 2.9584)
H (6.9699, 3.4811, 2.1377)
H (5.4590, 3.0561, 3.2115)
H (6.2888, 2.7218, 0.0931)
H (5.2625, 1.8086, 1.0823)
H (3.2118, 2.3345, 0.0753)
H (3.3596, 1.5319, -2.0305)
H (4.6698, 0.7327, -1.0890)
H (5.1130, 2.1964, -2.0796)
H (4.7323, 4.3926, -1.4208)
H (3.4437, 4.6378, -0.5559)
O (3.2052, -3.3811, 0.1254)
C (4.5633, -3.0916, 0.4791)
C (4.8248, -1.5989, 0.4923)
O (4.2073, -0.9951, 1.6217)
H (2.6993, -2.8249, 0.7197)
H (4.8160, -3.4121, 1.4968)
H (5.1481, -3.5267, -0.3457)
H (4.4669, -1.1826, -0.4422)
H (5.8781, -1.3013, 0.6729)
H (3.2351, -0.9158, 1.4844)
O (0.7392, 4.1643, -4.4595)
C (1.3568, 3.4231, -3.4392)
C (0.3989, 3.1833, -2.2244)
O (-0.3205, 1.8959, -2.2802)
H (0.0973, 3.5352, -4.9197)
H (1.7709, 2.4135, -3.6996)
H (2.2177, 4.0522, -3.1488)
H (-0.3097, 4.0094, -2.2178)
H (0.9922, 3.2495, -1.3221)
H (-0.9536, 1.8966, -3.0116)
O (-0.1560, 1.4250, -5.3232)
C (-1.2825, 0.5913, -5.6128)
C (-1.7145, -0.2008, -4.3617)
O (-2.2808, 0.5975, -3.3598)
H (0.4216, 0.9096, -4.7279)
H (-2.0780, 1.2212, -5.9860)
H (-1.1359, -0.2199, -6.3445)
H (-0.9104, -0.7721, -3.8825)
H (-2.3256, -0.9739, -4.6943)
H (-2.7672, -0.0337, -2.7913)
O (1.2576, -1.2177, 0.7306)
C (0.8318, 0.0170, 1.3359)
C (-0.6136, 0.1745, 1.3190)
O (-1.1559, 0.3997, 0.0501)
H (1.1944, -1.0264, -0.2688)
H (1.2293, -0.0070, 2.3832)
H (1.2609, 0.9117, 0.8498)
H (-0.8358, 0.9600, 2.0991)
H (-1.1231, -0.7032, 1.7457)
H (-0.8090, 1.1554, -0.4922)



[3]
DFT (wB97M-V/def2-TZVPD) results for a molecular structure, C32H92BBaN8O8.

Results
highest occupied orbital energy	-10.69	eV
charge	+1
orbital gap	8.290	eV

Geometry (Å):
Ba (-2.1125, 1.4133, -0.3659)
B (0.1632, 0.0267, -1.1231)
H (0.9991, -0.2649, -1.7399)
H (0.0753, -0.6546, -0.2910)
H (0.2768, 1.0417, -0.7750)
H (-0.7509, -0.0298, -1.6937)
C (3.9007, -0.1064, 0.3032)
C (3.7973, -1.6195, 0.5503)
C (4.8286, -2.1874, 1.6028)
O (6.0998, -2.1557, 1.0766)
C (7.1038, -2.6580, 1.8985)
N (2.4176, -1.8442, 0.9787)
H (4.9402, 0.1863, 0.1553)
H (3.5259, 0.5323, 1.1029)
H (3.4319, 0.3019, -0.5922)
H (4.0981, -2.1687, -0.3419)
H (4.5687, -3.1954, 1.9260)
H (4.6941, -1.4782, 2.4196)
H (8.0316, -2.7280, 1.3307)
H (6.9348, -3.6557, 2.3037)
H (7.1676, -1.9817, 2.7510)
H (2.2236, -1.2712, 1.7875)
H (1.7683, -1.5920, 0.2473)
C (-1.7751, -3.3367, 4.0873)
C (-1.0149, -2.1245, 3.7201)
C (0.5377, -2.1430, 3.9480)
O (1.0298, -0.7594, 3.6596)
C (2.3021, -0.4619, 4.2143)
N (-1.2230, -1.7885, 2.3123)
H (-1.9822, -3.3376, 5.1575)
H (-1.2126, -4.2151, 3.7709)
H (-2.8028, -3.2957, 3.7264)
H (-1.4190, -1.3241, 4.3399)
H (1.0302, -2.9054, 3.3444)
H (0.7093, -2.3847, 4.9969)
H (3.0550, -1.2365, 4.0684)
H (2.1675, -0.3302, 5.2879)
H (2.7078, 0.4632, 3.8048)
H (-0.9190, -2.5930, 1.7826)
H (-0.5243, -1.1074, 2.0514)
C (-1.0722, 1.5730, 4.1068)
C (-0.3957, 2.1047, 2.9232)
C (0.9071, 2.8679, 3.1720)
O (1.5093, 3.3798, 2.0005)
C (2.9185, 3.7072, 2.1708)
N (-0.2088, 1.0560, 1.9157)
H (-1.3832, 2.3586, 4.7954)
H (-0.4059, 0.9453, 4.6986)
H (-1.8157, 0.8320, 3.8131)
H (-1.0685, 2.8527, 2.5037)
H (1.6306, 2.2623, 3.7179)
H (0.6489, 3.7121, 3.8114)
H (3.3585, 4.1608, 1.2827)
H (3.5371, 2.8393, 2.3988)
H (3.1237, 4.3807, 3.0029)
H (0.2003, 0.3616, 2.5244)
H (0.6593, 1.3057, 1.4639)
C (-0.8089, 5.5621, 0.9197)
C (-0.8101, 4.8571, -0.4396)
C (-0.1080, 5.6766, -1.5048)
O (-0.5107, 5.2589, -2.7860)
C (0.2182, 6.0008, -3.7770)
N (-0.2765, 3.5430, -0.3107)
H (-1.3299, 6.5194, 0.9360)
H (0.2277, 5.7358, 1.2086)
H (-1.4003, 5.0360, 1.6690)
H (-1.8313, 4.8365, -0.8201)
H (0.9629, 5.6325, -1.3065)
H (-0.3221, 6.7454, -1.4994)
H (-0.1114, 5.5351, -4.7058)
H (1.2266, 5.6387, -3.5765)
H (0.1628, 7.0860, -3.8626)
H (0.2759, 3.3727, -1.1389)
H (0.3878, 3.5575, 0.4499)
C (1.3273, -5.4443, 1.7511)
C (0.6147, -5.1078, 0.4456)
C (-0.5599, -6.0947, 0.2832)
O (-0.0181, -7.2811, -0.0936)
C (-0.9607, -8.3083, -0.2631)
N (0.1772, -3.7377, 0.4699)
H (0.6385, -5.5015, 2.5939)
H (2.1389, -4.7368, 1.9213)
H (1.7742, -6.4331, 1.6476)
H (1.2415, -5.3209, -0.4203)
H (-1.1515, -5.7279, -0.5555)
H (-1.1450, -5.9827, 1.1960)
H (-1.3847, -8.5375, 0.7145)
H (-0.5190, -9.2289, -0.6445)
H (-1.8659, -8.0085, -0.7912)
H (-0.0007, -3.4659, -0.4865)
H (0.9042, -3.1111, 0.7845)
C (-3.2651, -2.2583, -1.1285)
C (-4.1510, -1.7223, 0.0341)
C (-4.8510, -2.8943, 0.8599)
O (-5.7212, -2.4252, 1.9353)
C (-6.7799, -1.5621, 1.4985)
N (-3.3418, -0.8185, 0.8193)
H (-2.4425, -1.6268, -1.4641)
H (-3.8787, -2.4597, -2.0066)
H (-2.6651, -3.1145, -0.8202)
H (-4.9744, -1.2175, -0.4711)
H (-4.1473, -3.5841, 1.3257)
H (-5.4159, -3.5682, 0.2157)
H (-7.5374, -1.4096, 2.2673)
H (-7.2078, -2.0428, 0.6188)
H (-6.4175, -0.5474, 1.3337)
H (-3.8753, -0.4872, 1.6103)
H (-2.7209, -1.4326, 1.3268)
C (-2.1323, 2.5367, -5.2382)
C (-2.7236, 2.3273, -3.8301)
C (-3.3105, 0.9425, -3.5303)
O (-3.8812, 0.7668, -2.2192)
C (-5.1429, 1.3769, -1.9504)
N (-1.6629, 2.6355, -2.8750)
H (-1.3145, 1.8470, -5.4470)
H (-1.7569, 3.5572, -5.1619)
H (-2.7554, 2.5268, -6.1326)
H (-3.4584, 3.1208, -3.6943)
H (-2.5144, 0.2264, -3.7342)
H (-3.9360, 0.6206, -4.3628)
H (-5.5984, 1.3480, -0.9606)
H (-5.7995, 0.8642, -2.6533)
H (-5.1225, 2.4412, -2.1850)
H (-1.3582, 3.5951, -2.9552)
H (-0.8971, 2.1042, -3.2640)
C (2.7568, 1.2583, -5.3971)
C (2.0299, 1.1589, -4.0520)
C (1.8937, 2.5709, -3.4680)
O (3.0873, 3.3614, -3.2860)
C (4.1635, 2.8683, -2.5297)
N (0.8196, 0.3620, -3.9988)
H (2.2922, 1.8693, -6.1710)
H (3.1209, 0.3424, -5.8626)
H (3.6474, 1.8745, -5.2735)
H (2.7357, 0.6073, -3.4310)
H (1.5203, 2.4769, -2.4483)
H (1.1896, 3.1058, -4.1053)
H (4.4353, 1.8192, -2.6460)
H (4.0167, 3.0988, -1.4746)
H (5.0513, 3.4353, -2.8098)
H (0.6755, 0.4112, -3.0004)
H (1.1648, -0.5821, -3.9014)



no.,DFT total energy (Ha)
1,-3932.6696
2,-2654.8739
3,-2364.3127